ORCA calculation (ωB97M-V with the def2-TZVPD basis set) on a molecular structure, C25H28GePtS3.

```
58
Properties=species:S:1:pos:R:3:forces:R:3:mulliken_charge:R:1
Pt -0.1475 0.1955 0.6814 0.1505 0.5733 -0.1513 0.023
C -2.6791 0.1980 2.8756 0.1729 0.0423 0.0161 -0.813
C -2.5394 -1.3237 2.8229 0.0273 0.0985 -0.0939 -0.745
S -0.8794 -1.8627 2.3186 -0.1642 -0.4420 0.1536 -0.122
C -1.2605 -3.0221 0.9713 0.0165 0.1167 0.0223 -0.812
C -2.0624 -2.4822 -0.2070 0.0042 0.0372 -0.0240 -0.659
S -1.3708 -0.9692 -0.9845 -0.1150 -0.1229 0.0571 -0.185
C -2.8883 0.0360 -1.1257 0.0971 0.0184 -0.0008 -0.935
C -3.5055 0.4203 0.2069 0.0412 -0.0498 0.0692 -0.827
S -2.2509 1.1003 1.3567 -0.1806 -0.1489 -0.0111 0.081
H -1.9838 0.6184 3.6065 -0.0386 -0.0252 -0.0108 0.322
H -3.6868 0.4749 3.1892 -0.0320 0.0060 -0.0551 0.504
H -3.2675 -1.7498 2.1339 -0.0131 -0.0401 0.0204 0.303
H -2.7637 -1.7275 3.8104 0.0423 0.0130 0.0159 0.539
H -1.7833 -3.8916 1.3749 0.0035 0.0184 0.0069 0.461
H -0.2775 -3.3576 0.6398 0.0096 0.0094 -0.0048 0.390
H -3.0874 -2.2639 0.0923 0.0159 0.0080 -0.0051 0.320
H -2.1144 -3.2569 -0.9734 0.0092 0.0211 -0.0143 0.503
H -3.6173 -0.4824 -1.7507 0.0417 -0.0423 -0.0065 0.469
H -2.5542 0.9248 -1.6619 -0.0022 0.0003 -0.0210 0.417
H -3.9748 -0.4442 0.6741 -0.0198 0.0131 0.0328 0.358
H -4.2844 1.1663 0.0499 0.0441 0.0573 0.0156 0.523
C 1.4668 1.0118 1.2288 -0.0315 -0.2569 0.0873 -0.662
Ge 1.7108 2.9175 0.9748 0.0000 0.0872 0.0091 1.371
C 1.7921 3.4230 -0.9155 -0.0070 0.0471 0.1776 -0.125
C 2.2336 4.6954 -1.2741 0.0424 -0.0091 0.0082 -0.219
C 2.2621 5.0884 -2.6040 0.0107 0.0290 -0.0345 -0.645
C 1.8529 4.2067 -3.5946 -0.0041 0.0152 -0.0319 -0.404
C 1.4185 2.9352 -3.2503 -0.0103 0.0028 -0.0258 -0.623
C 1.3857 2.5489 -1.9176 -0.0631 -0.1927 0.0209 -0.344
C 0.0943 3.7147 1.7647 0.1438 -0.0139 -0.0908 -0.198
C -0.2572 3.4021 3.0768 0.0189 0.0008 0.0352 -0.057
C -1.4370 3.8739 3.6323 -0.0347 0.0251 0.0284 -0.721
C -2.2912 4.6677 2.8772 -0.0013 0.0053 0.0133 -0.401
C -1.9555 4.9840 1.5703 -0.0661 0.0215 0.0295 -0.704
C -0.7719 4.5083 1.0213 0.0465 0.0036 -0.0576 -0.200
C 3.2977 3.6845 1.8630 -0.1992 -0.1055 -0.1549 0.003
C 3.2154 4.7111 2.7980 -0.1031 0.0464 0.0355 -0.171
C 4.3566 5.2275 3.3975 0.0392 0.0169 0.0233 -0.604
C 5.6035 4.7196 3.0672 0.0012 0.0013 -0.0010 -0.384
C 5.7028 3.6947 2.1356 0.0495 0.0006 0.0123 -0.651
C 4.5586 3.1853 1.5419 0.0340 -0.0395 -0.0323 -0.407
H 2.1600 0.5647 1.9505 -0.0123 -0.0041 -0.0118 0.503
H 2.5720 5.3847 -0.5083 0.0037 0.0261 0.0216 0.386
H 2.6092 6.0792 -2.8687 0.0002 0.0130 -0.0048 0.390
H 1.8769 4.5097 -4.6335 0.0073 0.0064 -0.0182 0.367
H 1.1075 2.2412 -4.0214 -0.0057 -0.0075 -0.0173 0.391
H 1.0439 1.5543 -1.6383 0.0307 0.0961 -0.0561 0.241
H 0.3966 2.7740 3.6725 0.0194 -0.0148 0.0294 0.441
H -1.6890 3.6285 4.6567 -0.0139 -0.0078 0.0277 0.419
H -3.2132 5.0372 3.3075 -0.0113 0.0086 0.0105 0.382
H -2.6159 5.6025 0.9756 -0.0174 0.0084 -0.0108 0.401
H -0.5258 4.7512 -0.0059 0.0111 0.0214 -0.0316 0.337
H 2.2466 5.1176 3.0654 -0.0262 0.0123 0.0034 0.298
H 4.2708 6.0276 4.1221 0.0021 0.0081 0.0075 0.384
H 6.4954 5.1201 3.5319 0.0072 0.0030 0.0041 0.365
H 6.6731 3.2934 1.8719 0.0138 -0.0009 -0.0009 0.383
H 4.6517 2.3870 0.8131 0.0149 -0.0151 -0.0155 0.342
```
Positions in Å, forces in eV/Å.

The calculation puts the HOMO energy at -6.685 eV. The total energy is -118645.979 eV. Its gap between HOMO and LUMO is 6.9 eV.

ORCA calculation (ωB97M-V with the def2-TZVPD basis set) on a molecular structure, C5H10O2 at a distorted geometry.

```
17
Properties=species:S:1:pos:R:3:forces:R:3:mulliken_charge:R:1
O -0.5473 -1.3353 -2.5464 0.0380 -0.1571 -0.1003 -0.524
C -0.6876 -0.3435 -1.5491 0.0232 0.6415 0.1367 -0.612
C -0.2111 -0.6155 -0.1567 -0.3659 1.2087 0.3081 0.046
C 1.1151 -0.4767 0.5381 0.2628 0.2554 -0.0474 -0.603
C 0.7525 0.1798 1.9123 0.4798 -0.2393 0.2524 -0.487
O -0.3197 1.0943 1.7546 0.0948 0.0072 0.2462 -0.383
C -0.5119 1.2292 0.4068 -0.3379 -0.9602 -0.2410 -0.536
H -1.3056 -1.2078 -3.1334 0.3932 -0.2458 0.0426 0.347
H -0.2387 0.6147 -1.8277 -0.0351 0.0087 -0.6329 0.216
H -1.7627 -0.1838 -1.3707 0.1922 0.1332 -0.3339 0.316
H -0.6314 -1.6249 0.1335 -0.6757 1.5749 0.6620 0.239
H 1.6973 -1.3815 0.7502 -0.2591 0.0050 -0.2702 0.367
H 1.7255 0.2167 -0.0397 0.3585 -0.0659 0.1573 0.277
H 1.6286 0.7097 2.2912 0.0421 -0.0717 0.1491 0.308
H 0.4044 -0.5426 2.6592 0.2877 -0.1027 -0.1374 0.314
H 0.3229 1.8584 -0.0195 -0.4930 -1.0805 -0.2655 0.323
H -1.4301 1.8088 0.1971 -0.0057 -0.9112 0.0740 0.391
```
Positions in Å, forces in eV/Å.

The calculation puts the HOMO energy at -8.814 eV. The total energy is -9438.798 eV. Its gap between HOMO and LUMO is 9.7 eV.

ORCA calculation (ωB97M-V with the def2-TZVPD basis set) on C26H27N3O5S in the gas phase at a distorted geometry.

```
62
Properties=species:S:1:pos:R:3:forces:R:3:mulliken_charge:R:1
C -0.1801 6.2598 0.4930 -0.0558 0.1511 0.1195 -0.874
O 0.2134 5.2006 -0.3437 0.1134 -0.3026 -0.1367 -0.473
C 0.6056 4.0282 0.2352 0.0418 -0.1249 -0.0482 0.786
C 0.6575 3.7892 1.6027 -0.1322 0.2420 -0.1237 -0.441
C 1.0737 2.5579 2.0801 0.1568 0.0220 -0.2148 -0.818
C 1.4285 1.5374 1.2065 -0.1465 0.9490 -0.0542 -0.293
N 1.8082 0.2920 1.7186 -0.5299 -0.5340 0.9493 0.255
C 2.5818 -0.6379 0.9291 0.1658 -0.3436 -0.0649 -1.594
C 1.7330 -1.4667 -0.0450 0.4051 0.0804 0.3104 0.721
O 1.9044 -1.4337 -1.2473 0.1195 0.0487 -0.2397 -0.582
N 0.8283 -2.2389 0.5893 -0.1468 -0.2045 0.3555 0.284
C -0.1083 -3.0816 -0.0248 -0.1461 -0.1608 -0.3580 -0.015
C -0.3632 -4.3230 0.5501 0.0416 0.1622 -0.0354 -0.599
C -1.2781 -5.1832 -0.0249 -0.0715 0.0096 -0.0124 -0.545
C -1.9509 -4.8107 -1.1779 -0.0565 -0.0748 -0.0040 -0.840
C -1.7138 -3.5709 -1.7423 0.1155 0.0445 0.0451 -0.494
C -0.7916 -2.6962 -1.1803 0.0353 -0.0518 0.2570 0.705
C -0.6881 -1.2895 -1.6855 -0.3176 -0.1194 -0.1059 -0.130
O -0.9910 -0.3539 -0.9547 0.0057 0.1486 0.1551 -0.711
N -0.3644 -1.1308 -2.9761 -0.1274 0.1032 -0.1359 0.335
C 0.2943 -2.1399 -3.7915 0.1936 -0.5864 -0.1345 -0.637
C 0.8546 -1.3604 -4.9829 0.0255 0.0364 0.0880 -0.673
C 1.0684 0.0372 -4.4060 -0.1471 -0.0611 -0.0331 -0.629
C -0.1623 0.1996 -3.5237 -0.0229 0.4420 0.0219 -0.399
S 1.2426 -0.1889 3.2181 0.0668 -0.0658 -0.1277 1.458
O 1.9331 0.4891 4.2748 -0.1996 0.2100 -0.0558 -0.712
O 1.3409 -1.6318 3.2281 0.0436 -0.0714 -0.0228 -0.865
C -0.4867 0.2734 3.2516 0.4525 -0.0812 -0.0198 0.153
C -1.0021 0.7104 4.4579 0.1665 0.0612 0.1821 -0.603
C -2.3462 1.0317 4.5432 0.0346 -0.0470 0.0019 -0.632
C -3.1546 0.9131 3.4230 -0.0131 0.0178 0.0252 -0.459
C -2.6233 0.4735 2.2217 0.0934 -0.0633 -0.0301 -0.973
C -1.2799 0.1440 2.1293 -0.0415 -0.0592 -0.1420 0.456
C 1.3880 1.7815 -0.1660 0.0256 -0.0757 0.1770 0.046
C 0.9873 3.0115 -0.6395 -0.0592 0.2603 0.1257 -0.916
H -0.4539 7.0759 -0.1741 0.0062 -0.0261 0.0965 0.246
H 0.6383 6.5850 1.1437 -0.0336 -0.0189 -0.0098 0.341
H -1.0456 5.9885 1.1064 0.0370 0.0046 -0.0091 0.338
H 0.3869 4.5525 2.3146 -0.0279 0.0941 0.0402 0.435
H 1.1451 2.3980 3.1433 0.0179 0.1418 0.0816 0.717
H 3.0769 -1.3164 1.6286 0.0946 0.0072 -0.2276 0.516
H 3.3407 -0.0914 0.3621 -0.1630 -0.0743 0.0878 0.568
H 0.8978 -2.2804 1.6076 -0.0261 0.0205 -0.2676 0.310
H 0.1609 -4.5975 1.4536 0.0922 -0.0610 0.0729 0.506
H -1.4704 -6.1440 0.4284 -0.0043 -0.0751 0.0417 0.406
H -2.6709 -5.4787 -1.6258 -0.0639 -0.0485 -0.0339 0.417
H -2.2717 -3.2587 -2.6130 -0.0201 0.0376 -0.1078 0.547
H 1.0993 -2.5995 -3.2106 -0.0857 -0.0131 -0.0656 0.303
H -0.4072 -2.9178 -4.1025 0.1056 0.0213 0.0019 0.375
H 0.1211 -1.3224 -5.7900 0.0076 -0.0095 -0.0389 0.328
H 1.7702 -1.8063 -5.3647 -0.0141 -0.0613 -0.0507 0.358
H 1.9658 0.0470 -3.7878 0.0529 0.0493 0.0318 0.222
H 1.1451 0.8080 -5.1698 0.0322 0.0519 0.0021 0.457
H -1.0389 0.4862 -4.1173 0.0807 0.0990 0.0477 0.323
H -0.0425 0.9127 -2.7074 -0.0600 -0.0281 -0.0891 0.068
H -0.3401 0.7987 5.3049 0.0014 0.0694 0.1479 0.519
H -2.7596 1.3747 5.4796 -0.0154 0.0211 0.0783 0.409
H -4.2022 1.1674 3.4884 -0.0838 0.0281 -0.0012 0.410
H -3.2437 0.3855 1.3439 -0.0566 -0.0063 -0.1050 0.477
H -0.8763 -0.1795 1.1828 0.0321 -0.0486 -0.1729 0.199
H 1.6608 1.0100 -0.8659 0.0090 -0.1379 -0.1275 0.429
H 0.9550 3.2100 -1.6992 -0.0040 0.0015 -0.1376 0.483
```
Positions in Å, forces in eV/Å.

The calculation puts the HOMO energy at -7.924 eV. The total energy is -52943.890 eV. Its gap between HOMO and LUMO is 8.6 eV.

ORCA calculation (ωB97M-V with the def2-TZVPD basis set) on 21 unconnected molecules or ions with the total composition H43O21 at a distorted geometry.

```
64
Properties=species:S:1:pos:R:3:forces:R:3:mulliken_charge:R:1
O -0.4366 -1.4745 -3.7835 -0.2439 -1.0939 1.0218 -0.563
H -1.0781 -0.6793 4.5852 -0.0433 -0.7403 -0.0664 0.284
H -1.2725 -1.5060 -4.2548 0.2824 0.5385 -0.4750 0.265
O 0.9704 0.8059 -4.6943 0.6705 -1.0918 -0.1647 -0.708
H 1.2323 1.6203 -5.1213 -0.4497 0.2510 0.1508 0.289
H 0.2561 -0.8901 -4.0833 -0.2083 0.3447 -1.0249 0.344
O -2.7343 -0.1862 -0.5199 0.2241 0.2503 -0.5949 -0.440
H -3.2504 -0.4688 0.2258 -0.1856 -0.1638 0.6980 0.234
H 1.0271 -3.1705 1.7691 -0.1568 0.2208 0.3357 0.268
O -0.2140 1.2044 -2.2638 0.2428 -0.2737 -0.1187 -0.466
H 1.3459 -4.0572 0.6255 0.3952 -0.2211 -0.2230 0.293
H -2.8685 -4.0558 0.1333 -0.0059 -0.0195 0.0624 0.279
O -1.6455 3.3839 0.9526 0.2273 0.2088 -0.2375 -0.639
H -2.4268 2.8618 1.1555 0.0465 -0.0480 0.2081 0.301
H -1.0034 2.7269 0.6727 -0.0097 -0.2209 0.0878 0.283
O 1.7013 -3.2960 1.0918 -0.3436 -0.1174 0.0548 -0.686
H -0.7132 1.4607 -1.4860 -0.2186 0.0950 -0.1053 0.072
H 3.8979 3.4420 1.6272 -0.0215 0.0437 0.1690 0.317
O 0.0519 0.1543 0.3872 1.1770 0.5269 1.2239 0.473
H -0.6068 -0.3510 -0.0655 -1.3453 -0.6999 -0.4680 0.010
H 0.8921 -0.3348 0.2457 0.3254 0.2029 -0.6536 0.155
O 0.0178 -2.0628 -1.3347 -0.7357 0.3135 0.6771 -0.479
H -0.3164 -1.6772 -2.2030 0.7127 -0.7936 0.2241 0.356
H 0.7208 -2.6973 -1.4718 0.0986 0.1486 -0.5316 0.152
O 0.5469 4.0006 -1.4439 0.2545 -0.2736 0.3358 -0.589
H 1.4735 3.7843 -1.2899 0.1699 0.0613 -0.1620 0.315
H 0.1757 3.9056 -0.5590 -0.3223 0.3560 -0.0795 0.274
O 0.7191 1.0658 2.5320 -0.8636 -0.4257 -0.4315 -0.530
H 0.0339 0.6314 3.1295 0.1803 0.3362 0.4471 0.616
H 1.6155 0.7691 2.8069 -0.2182 0.3214 -0.3122 0.326
O 2.3584 0.7528 4.5823 -0.0046 -0.1408 -0.2827 -0.630
H 1.6804 1.1828 5.1080 -0.0187 0.2655 0.2592 0.336
H 1.9193 -0.0194 4.2102 0.4673 -0.6326 0.5816 0.265
O -3.4806 -2.8873 -3.5043 0.5063 -0.2080 0.1048 -0.580
H -4.1241 -2.3668 -3.0338 -0.5570 0.3700 0.0281 0.282
H -3.1039 -3.4373 -2.8079 0.1196 -0.0744 -0.1634 0.298
O 2.6146 -0.1803 -0.2102 -0.7099 0.2068 -0.1113 -0.488
H 0.3290 0.6145 1.5860 0.3589 0.3068 -0.3441 0.403
H 3.2038 -0.7266 0.2919 0.3837 -0.5890 0.2950 0.176
O 4.4634 2.9626 1.0177 0.1526 0.2697 0.0345 -0.667
H 4.1995 2.0423 1.0771 -0.1075 -0.1609 -0.0344 0.306
H 3.4716 2.4564 -2.2624 0.1223 -0.1823 -0.1796 0.266
O -3.1031 1.1324 2.0833 0.1520 -0.1520 -0.4953 -0.546
H -3.2795 0.7095 2.9240 -0.1847 0.1171 0.3166 0.250
H 0.2175 0.8865 -4.1032 -0.3286 1.1580 0.0924 0.331
O 2.9909 -1.2626 2.4661 -0.6386 0.2081 0.0823 -0.535
H 0.6580 1.5869 -2.1163 -0.0358 0.1514 0.0748 0.279
O -2.9754 1.7012 -3.7397 -0.0222 -0.2589 -0.1038 -0.583
H -3.4492 1.8161 -2.9139 -0.0272 0.1418 0.1001 0.287
H -2.8819 2.5838 -4.1067 0.0092 0.0847 0.0124 0.302
O 3.6105 2.1388 -1.3640 -0.5102 0.1592 -0.8030 -0.544
H 3.9372 2.9118 -0.9005 0.3467 0.1749 0.5291 0.347
H 2.6637 -0.4682 -1.1272 0.1620 0.1332 -0.0689 0.224
O -2.2947 -3.2820 0.0923 -0.0730 -0.2434 0.3635 -0.598
H -3.9384 1.2364 1.6175 -0.1945 -0.0467 0.2131 0.301
H -1.5018 -3.5783 -0.3726 0.1155 0.4163 -0.2705 0.294
O -0.7210 -2.6616 2.8132 -0.9012 -0.4110 -0.5470 -0.750
H -1.3825 -2.9544 3.4564 0.4300 -0.1663 0.3341 0.341
H -1.2155 -2.8683 1.9974 0.2527 0.0520 -0.3869 0.326
O -1.1962 -0.2323 3.7511 -0.1258 1.8750 -0.2912 -0.733
H -3.1132 -0.6803 -1.2543 0.2706 -0.0267 -0.2039 0.167
H -1.3643 -0.7955 2.9842 0.2166 -0.7605 0.6655 0.421
H 2.7774 -2.1258 2.0779 0.2339 0.0387 -0.0613 0.354
H 3.9182 -1.0969 2.3154 0.5041 -0.1123 0.2128 0.290
```
Positions in Å, forces in eV/Å.

The net charge is +1. The calculation puts the HOMO energy at -13.180 eV. The total energy is -43690.172 eV. Its gap between HOMO and LUMO is 10.1 eV.

ORCA calculation (ωB97M-V with the def2-TZVPD basis set) on a gas-phase ion, C4H10N2OS (charge +1) at a distorted geometry.

```
18
Properties=species:S:1:pos:R:3:forces:R:3:lowdin_spin:R:1
O -1.0538 -2.3081 0.0200 -1.4199 -0.3461 -0.8893 0.070
C -0.6291 -1.1734 0.0614 3.6715 -0.3146 2.5362 0.072
N 0.5535 -0.9314 0.7568 -2.1036 -1.0388 -1.4172 0.070
C 1.0862 0.3116 1.0536 1.2010 2.9801 -0.4289 0.008
C 2.3469 0.6989 0.1964 -1.5194 0.9983 0.1069 0.003
S 2.2238 1.8690 -1.3140 -0.6723 -0.9087 0.7877 0.006
C -1.3093 -0.0045 -0.4518 -0.2994 -0.8875 0.1199 0.615
N -2.6633 -0.4168 -0.7247 -4.4036 2.4280 -1.9585 0.087
H 1.1232 -1.7120 1.0605 -0.6045 -0.3023 -0.2529 0.001
H 0.3313 1.1624 1.1210 0.9260 -1.1768 -0.1525 0.001
H 1.5476 0.2530 2.0278 -0.3141 -0.0718 0.6357 0.003
H 2.9257 -0.1921 0.0278 0.1327 -0.3309 -0.6511 0.000
H 2.8673 1.2394 0.9641 0.8459 0.8633 -0.3606 0.000
H 0.9432 1.6842 -1.8276 1.0278 -0.2917 0.6939 0.000
H -0.8941 1.0028 -0.5143 -0.8134 -0.3131 -0.2465 0.023
H -3.4397 0.1920 -0.2749 1.7038 -0.7808 -0.1013 0.019
H -3.0541 -0.2852 -1.7470 1.5522 -0.5988 1.7042 0.023
H -2.9053 -1.3896 -0.4350 1.0892 0.0922 -0.1257 0.000
```
Positions in Å, forces in eV/Å.

The net charge is +1. The calculation puts the HOMO energy (alpha / beta) at -12.422 / -12.416 eV. Its spin multiplicity is 2. The total energy is -20163.565 eV. Its gap between HOMO and LUMO (alpha / beta) is 8.3 / 5.8 eV.

Which formula does entry 3 have? C26H27N3O5S